# C69H55CoGeN4O6

C69H55CoGeN4O6 as an isolated structure (wB97M-V/def2-TZVPD, the Open Molecules 2025 dataset).

Properties
- Multiplicity: 2
- E_LUMO (alpha / beta): 1.08 / 1.07 eV
- Total charge: -1
- HOMO level (alpha / beta): -3.20 / -3.22 eV
- E: -184833.620 eV

CARTESIAN COORDINATES (ANGSTROEM)
C 1.09315 7.06820 0.62710
C -4.13565 -2.35312 -2.95914
C -0.81999 -9.11533 3.17221
C 0.35835 -7.34298 2.05703
H -2.04942 6.06433 1.14110
C 2.62430 -3.62632 3.08946
H 3.60817 -3.32235 0.67323
C -1.99113 5.27501 1.88064
H -3.10277 -2.42291 -3.27852
C -3.35833 1.40918 0.58245
C 2.01830 5.42545 -0.89514
H -0.54218 4.33537 -5.43024
H -5.96551 -1.84081 -0.18368
C 4.38478 -0.67736 -4.34591
H 4.02520 0.62139 -2.07616
H 1.04632 -9.37921 2.17037
H -2.88619 8.32756 4.84635
N 0.39941 -0.15540 2.02783
H 3.06831 2.20907 -6.30709
H -0.41727 0.96768 -0.70274
O 2.14338 -0.26181 -2.45670
C -6.48137 -2.40444 -3.47650
C 4.15299 -2.57785 -1.24356
H -9.06680 -3.20094 -3.35263
C 2.02917 -2.62493 2.32822
C -3.22920 -4.47884 -0.33534
C 4.66763 2.83510 0.20074
C 0.27437 -8.66844 2.43670
H -1.78212 2.50848 4.54492
C 2.82601 -0.10151 -0.37120
C 0.56257 1.19091 -1.12641
C 2.30679 7.79473 -1.31481
C 4.27162 3.27225 -1.06459
C -3.83916 0.46482 -0.24478
H 0.13008 4.50929 -3.07538
C 1.12428 2.42673 -0.41745
H -4.05694 -4.72133 -0.98321
C 6.61031 3.41163 -1.68847
C 1.98464 3.44847 -3.33130
H 4.99288 3.93698 -2.98206
C -0.56210 -5.00142 1.97099
H 6.29384 2.32919 1.50208
C 1.32510 -0.14396 -0.98615
C 6.01051 2.67512 0.51548
C -1.35225 1.54000 2.07249
C 0.95155 1.72711 3.15746
C -1.72291 -6.89124 3.12826
C 0.39992 3.90904 -5.10846
C -0.64219 -6.42656 2.39244
H 1.52639 2.17427 0.56513
C 1.59222 8.09526 -0.16060
O -7.42555 -2.56669 -4.45910
C -2.99770 -0.71830 -0.07991
C -3.28794 -1.97197 -0.62777
C 2.79460 2.80531 -4.26280
H 1.21106 -6.99916 1.48524
H 0.28638 3.10129 -0.22024
C -4.40199 -2.10743 -1.60926
C -2.68776 -3.13830 -0.13652
H 3.73031 2.35935 -3.94755
C -1.85524 -10.90027 4.34218
Ge 2.36409 3.56210 -1.41297
H -7.79710 -2.08767 -1.79649
H 3.10959 1.18949 3.34673
C -5.15445 -2.50133 -3.88281
H 4.57044 -3.51286 -1.59087
C -1.67383 2.94150 2.45909
H -3.51610 6.70725 5.22258
C 2.11377 0.96157 2.99939
H 8.03354 2.83021 -0.19074
H -2.65644 -6.37108 0.58118
N -1.98852 -0.44481 0.76452
C -1.50789 -4.51335 1.12026
C 3.04704 -1.27024 0.53154
O -0.82020 -10.44587 3.49874
C -5.73402 -2.02080 -1.22711
C -1.84786 3.28561 3.79324
H -4.94332 -2.68893 -4.92801
H -1.79675 7.08193 5.49306
O -2.37406 6.92463 3.50081
H -2.20614 4.82403 5.23492
C -2.52705 -5.30759 0.45753
H -9.36401 -2.56553 -4.98581
C 1.22174 3.26447 -6.02375
H -1.88378 -10.33713 5.27906
H 3.37412 -0.27483 -4.32218
C -1.75244 3.96339 1.51146
H 1.42523 9.12746 0.12193
C 4.06752 -1.50869 -2.12382
C -6.77609 -2.16168 -2.14167
H -2.68492 -8.54441 4.09136
H 0.87313 2.70196 3.61384
H 0.42103 1.39031 -2.19178
H 0.91183 4.95638 0.89305
C 2.51669 6.47088 -1.67439
H 2.69771 8.59294 -1.93448
C 2.42227 2.71492 -5.59843
C -2.65622 7.26481 4.84141
C 3.37743 -0.22177 -1.78212
H 3.61048 -3.60295 3.52725
C -2.17376 0.86125 1.22103
H 0.92564 3.18921 -7.06267
C -2.15556 5.59948 3.22303
O 0.60035 -1.13900 -0.71525
H 4.59208 -1.17669 -5.28696
C 3.61445 -2.45670 0.01832
C 0.78235 4.00029 -3.77804
C -8.77708 -2.43635 -4.07955
Co -0.53699 -1.67374 1.20402
N -1.63530 -3.18976 0.69828
N 0.78302 -2.96560 1.94186
H -1.63934 -11.94415 4.55665
C 6.98553 2.95819 -0.43223
H 5.11763 0.11104 -4.17824
H -2.50364 -6.19323 3.40393
H 0.53687 7.29221 1.52990
C 0.56462 -4.23463 2.41368
H -3.76119 2.39417 0.75869
O 4.53306 -1.70330 -3.33567
C 1.67765 -4.65863 3.15466
H -4.70296 0.52743 -0.88713
C -2.08430 4.59990 4.18552
H -2.83236 -10.82977 3.85516
C 2.43443 -1.33483 1.74960
C -1.82518 -8.22506 3.51989
H 1.78816 -5.60977 3.65116
H 3.92071 2.61360 0.95513
H 3.07678 0.83542 0.11852
H -1.62634 3.71714 0.46400
C -0.08182 1.03181 2.50624
C 5.26453 3.57234 -1.99741
H 7.36539 3.64318 -2.43023
H -8.98172 -1.44893 -3.65570
H 3.06917 6.25069 -2.58278
C 1.71715 -0.17312 2.28863
C 1.30626 5.74425 0.25973

Atomic forces in eV per Å
C 0.007 0.016 0.004
C -0.023 0.006 0.006
C -0.045 -0.012 -0.015
C 0.008 -0.018 0.006
H 0.014 -0.015 0.006
C 0.050 -0.025 -0.015
H 0.009 0.017 -0.024
C -0.028 0.009 -0.004
H 0.000 -0.002 -0.001
C -0.037 -0.047 0.028
C 0.011 0.010 -0.035
H 0.001 -0.001 -0.002
H -0.006 -0.002 -0.003
C -0.015 -0.043 0.193
H 0.004 -0.006 -0.016
H -0.004 0.003 -0.002
H 0.007 -0.001 -0.012
N -0.112 -0.058 0.141
H -0.012 0.003 0.010
H -0.007 0.050 -0.003
O 0.181 0.055 -0.178
C -0.043 -0.012 0.007
C 0.032 0.072 -0.131
H 0.003 -0.006 0.008
C -0.142 0.093 -0.020
C 0.012 0.036 -0.033
C 0.104 0.016 -0.046
C 0.016 0.033 -0.021
H -0.004 0.008 0.006
C 0.124 -0.086 0.026
C 0.034 -0.059 0.068
C -0.014 -0.014 0.033
C -0.021 -0.048 0.067
C 0.016 -0.024 -0.009
H 0.005 0.006 -0.003
C 0.003 -0.002 -0.078
H -0.001 0.009 0.007
C -0.033 0.007 -0.013
C -0.035 0.090 0.022
H -0.003 0.018 0.024
C 0.131 -0.078 0.101
H 0.004 -0.002 -0.006
C -0.390 0.033 0.350
C -0.008 0.010 -0.012
C 0.020 0.061 0.002
C 0.058 0.084 -0.152
C 0.016 -0.029 0.012
C 0.004 -0.027 -0.023
C -0.016 0.029 0.009
H -0.011 0.005 0.098
C 0.012 -0.028 -0.033
O -0.003 0.024 0.018
C -0.059 -0.022 -0.088
C -0.004 0.037 0.011
C -0.013 -0.039 -0.017
H -0.007 -0.004 -0.006
H 0.038 0.012 0.025
C 0.001 -0.015 0.015
C 0.004 -0.004 0.008
H -0.007 -0.055 0.024
C -0.003 0.003 -0.037
Ge -0.021 0.012 -0.048
H -0.019 0.001 0.008
H 0.018 -0.017 0.025
C 0.029 -0.013 0.006
H -0.004 -0.001 -0.015
C 0.008 -0.077 0.064
H -0.016 0.002 -0.001
C 0.022 0.069 -0.116
H -0.005 -0.002 0.003
H -0.001 0.005 -0.007
N -0.073 -0.006 0.143
C -0.083 0.029 -0.061
C 0.072 0.055 0.046
O 0.020 0.000 0.054
C -0.024 0.024 -0.013
C 0.055 0.026 -0.013
H 0.003 -0.001 0.005
H 0.006 -0.015 -0.001
O -0.038 -0.027 0.005
H -0.009 0.002 0.029
C 0.017 0.012 -0.003
H 0.006 -0.002 -0.005
C 0.007 0.013 0.030
H 0.006 0.000 0.013
H -0.050 -0.024 0.024
C -0.042 0.049 -0.013
H 0.001 0.002 0.000
C -0.060 -0.063 -0.045
C 0.038 -0.009 -0.015
H -0.004 0.005 0.001
H 0.005 -0.020 0.012
H -0.004 -0.088 0.010
H -0.006 0.009 -0.011
C -0.047 0.032 0.014
H -0.001 0.000 0.002
C 0.005 0.000 0.013
C 0.041 -0.024 -0.032
C 0.022 0.032 -0.063
H -0.006 0.013 0.007
C 0.045 0.019 -0.034
H -0.001 -0.002 0.002
C 0.013 0.010 0.050
O 0.470 -0.182 -0.305
H -0.008 -0.020 0.005
C -0.016 -0.005 -0.002
C 0.026 0.000 -0.029
C 0.036 -0.009 0.005
Co -0.159 0.155 0.053
N -0.046 -0.016 -0.077
N -0.039 0.078 0.085
H 0.002 -0.002 -0.006
C -0.021 -0.018 0.017
H 0.027 0.011 0.031
H -0.008 -0.005 0.000
H -0.012 -0.005 -0.012
C 0.003 0.026 -0.059
H 0.014 -0.017 -0.005
O -0.017 0.094 0.001
C 0.013 -0.031 -0.033
H 0.007 -0.011 -0.002
C -0.013 0.000 -0.035
H -0.004 0.012 -0.004
C -0.007 0.057 0.028
C 0.017 0.030 -0.001
H -0.005 0.012 0.002
H -0.020 -0.002 0.053
H -0.044 -0.086 -0.063
H -0.001 0.026 0.022
C -0.026 -0.012 0.010
C 0.023 -0.025 -0.013
H 0.000 0.006 0.004
H 0.000 0.011 0.000
H -0.004 -0.005 0.004
C 0.016 -0.134 -0.061
C 0.050 -0.028 0.019